Record 1
C4H6N2O | ωB97M-V with the def2-TZVPD basis set

Atoms and positions in Å:
C  -1.85  0.38  0.49
O  -1.71  0.16  -0.93
C  -0.56  0.50  -1.46
N  0.40  1.13  -1.03
N  1.59  1.43  -0.80
C  1.82  -1.38  0.28
C  1.26  -2.31  0.81
H  -2.85  0.02  0.75
H  -1.08  -0.17  1.03
H  -1.77  1.45  0.70
H  1.69  2.44  -0.94
H  2.28  -0.52  -0.17
H  0.78  -3.14  1.28

E ... -9266.9075 eV
E_LUMO ... 0.0095 Ha
Spin multiplicity ... 1
Energy above the lowest of the compared OMol25 structures with the same formula, charge and spin ... 152.1 kcal per mole
Gap between HOMO and LUMO ... 9.28 eV

Mulliken population analysis, charges in e, atoms 1 to 6: number 1, C, carries -0.549; number 2, O, carries -0.270; number 3, C, carries 0.243; number 4, N, carries 0.394; number 5, N, carries -0.798; number 6, C, carries -0.320



Record 2
C4H6N2O | ωB97M-V with the def2-TZVPD basis set

Atoms and positions in Å:
C  2.04  0.45  0.03
C  0.61  0.06  -0.10
C  0.09  -1.19  -0.16
N  -1.31  -1.04  -0.13
C  -1.50  0.31  -0.05
O  -2.75  0.79  0.00
N  -0.41  1.01  -0.06
H  2.17  0.99  0.98
H  2.37  1.10  -0.78
H  2.66  -0.44  0.06
H  0.54  -2.16  -0.29
H  -1.83  -1.65  0.47
H  -2.66  1.76  0.04

E ... -9273.0510 eV
E_LUMO ... 0.0301 Ha
Spin multiplicity ... 1
Structure (SMILES) ... Cc1c[nH]c(O)n1
Energy above the lowest of the compared OMol25 structures with the same formula, charge and spin ... 10.4 kcal per mole
Gap between HOMO and LUMO ... 9.12 eV

Mulliken population analysis, charges in e, atoms 1 to 6: number 1, C, carries -1.016; number 2, C, carries 0.578; number 3, C, carries -0.518; number 4, N, carries -0.143; number 5, C, carries 0.396; number 6, O, carries -0.491



Record 3
C4H6N2O | ωB97M-V with the def2-TZVPD basis set

Atoms and positions in Å:
H  0.97  1.35  -3.13
N  0.58  0.88  -2.31
C  0.62  1.60  -1.28
O  0.10  1.22  -0.07
C  -0.38  -0.14  0.10
C  -0.09  -0.58  1.51
C  -0.62  -1.94  1.45
N  -0.89  -3.06  1.45
H  1.03  2.62  -1.21
H  0.00  -0.71  -0.74
H  -1.47  -0.71  0.16
H  0.93  -0.51  1.90
H  -0.77  -0.02  2.18

E ... -9270.6417 eV
E_LUMO ... 0.0270 Ha
Spin multiplicity ... 1
Structure (SMILES) ... [H]/N=C/OCCC#N
Energy above the lowest of the compared OMol25 structures with the same formula, charge and spin ... 66.0 kcal per mole
Gap between HOMO and LUMO ... 11.23 eV

Mulliken population analysis, charges in e, atoms 1 to 6: number 1, H, carries 0.246; number 2, N, carries -0.602; number 3, C, carries 0.161; number 4, O, carries -0.344; number 5, C, carries -0.532; number 6, C, carries -0.111



Record 4
C4H6N2O | ωB97M-V with the def2-TZVPD basis set

Atoms and positions in Å:
C  0.04  0.81  -0.69
C  1.02  -0.16  -0.13
C  -0.91  -0.27  -0.21
N  2.11  0.12  0.60
C  -2.14  -0.29  0.29
O  0.12  -1.54  -1.24
N  0.23  -1.27  0.18
H  2.48  -0.62  1.17
H  2.29  1.06  0.90
H  0.06  0.96  -1.76
H  -0.01  1.76  -0.15
H  -2.79  0.56  0.14
H  -2.49  -1.11  0.89

E ... -9266.5260 eV
E_LUMO (spin up / spin down) ... 0.0003 / 0.0003 Ha
Spin multiplicity ... 1
Energy above the lowest of the compared OMol25 structures with the same formula, charge and spin ... 160.9 kcal per mole
Gap between HOMO and LUMO (spin up / spin down) ... 7.63 / 7.64 eV

Mulliken population analysis, charges in e, atoms 1 to 6: number 1, C, carries -0.393; number 2, C, carries 0.537; number 3, C, carries 0.501; number 4, N, carries -0.332; number 5, C, carries -0.927; number 6, O, carries -0.511



Record 5
C4H6N2O | ωB97M-V with the def2-TZVPD basis set

Atoms and positions in Å:
N  -2.36  -0.39  0.04
C  -1.01  -0.12  -0.04
C  -0.37  1.05  0.21
C  1.07  0.69  0.27
C  1.04  -0.69  -0.30
O  2.14  -1.41  -0.57
N  -0.14  -1.20  -0.33
H  -2.71  -1.14  -0.54
H  -2.95  0.42  0.08
H  -0.81  2.01  0.43
H  1.83  1.43  -0.02
H  1.35  0.22  1.26
H  2.92  -0.85  -0.48

E ... -9272.1759 eV
E_LUMO ... 0.0237 Ha
Spin multiplicity ... 1
Structure (SMILES) ... NC1=CCC(O)=N1
Energy above the lowest of the compared OMol25 structures with the same formula, charge and spin ... 30.6 kcal per mole
Gap between HOMO and LUMO ... 8.40 eV

Mulliken population analysis, charges in e, atoms 1 to 6: number 1, N, carries -0.463; number 2, C, carries 0.400; number 3, C, carries -0.667; number 4, C, carries -0.404; number 5, C, carries 0.397; number 6, O, carries -0.474



Record 6
C4H6N2O | ωB97M-V with the def2-TZVPD basis set

Atoms and positions in Å:
C  -0.96  1.20  -1.24
C  0.01  0.33  -0.50
N  1.22  0.16  -0.84
C  2.31  -0.45  -0.91
C  0.31  -1.09  1.45
O  -0.50  -1.66  2.36
N  -0.47  -0.37  0.64
H  -0.46  1.67  -2.09
H  -1.37  1.99  -0.60
H  -1.81  0.61  -1.63
H  3.13  0.08  -0.40
H  0.07  -2.16  2.96
H  -1.48  -0.31  0.80

E ... -9269.0594 eV
E_LUMO ... 0.0328 Ha
Spin multiplicity ... 1
Energy above the lowest of the compared OMol25 structures with the same formula, charge and spin ... 102.4 kcal per mole
Gap between HOMO and LUMO ... 8.54 eV

Mulliken population analysis, charges in e, atoms 1 to 6: number 1, C, carries -1.167; number 2, C, carries 0.656; number 3, N, carries -0.034; number 4, C, carries -0.310; number 5, C, carries -0.641; number 6, O, carries -0.373